1.
A structure of composition C28H38MgN4O3P2S. Source: OMol25; level of theory: the ωB97M-V functional and the def2-TZVPD basis.

Summary:
Highest occupied orbital energy   -8.3887 eV
LUMO energy   -0.6 eV
Energy above the lowest of the compared OMol25 structures with the same formula, charge and spin   0.0 kcal/mol

The geometry in ORCA input format:
```
! RIJCOSX wB97M-V def2-TZVPD def2/J DEFGRID3
* xyz 0 1
Mg -0.31544 -2.14745 5.81716
C -1.20200 2.34095 4.03671
C -1.53573 1.42085 3.12567
C -0.88581 1.05899 1.81824
C 0.35031 0.12292 1.78609
C 1.59988 0.55274 2.48154
C 1.77396 1.65730 3.21803
C 1.06664 2.96654 2.99828
C -0.00457 3.22890 4.06973
C 1.68051 -2.46657 5.86247
H -1.84960 2.45601 4.91823
H -2.46541 0.86384 3.31130
H -0.67598 1.94708 1.20410
H -1.67069 0.47149 1.29781
H 0.03034 -0.85261 2.19536
H 0.60388 -0.05170 0.72334
H 2.41568 -0.18088 2.41578
H 2.56078 1.66954 3.98023
H 0.60862 3.02068 2.00522
H 1.77529 3.81239 3.04055
H 0.44980 3.16253 5.07665
H -0.37703 4.25544 3.93164
H 1.94878 -2.20450 6.89746
H 2.03551 -1.72053 5.13244
H 2.02667 -3.47463 5.59250
P 1.44988 -1.15253 -2.84910
P -1.85373 -0.69178 -2.52744
N 2.88689 -0.12930 -2.95126
N 2.11872 -2.42576 -3.91138
N -2.03077 1.05608 -2.49740
N -3.53546 -0.99827 -3.04385
C 0.45819 -0.24418 -4.12400
C -1.00224 -0.76974 -4.18840
C 3.45817 0.38999 -1.78119
C 4.49682 1.24020 -2.12847
C 4.56239 1.26732 -3.56425
C 3.56417 0.42330 -4.04133
C 2.29015 -3.73024 -3.43010
C 2.79416 -4.52045 -4.45135
C 2.90289 -3.69251 -5.61746
C 2.49257 -2.41162 -5.25571
C -1.82240 1.70462 -1.27808
C -1.90210 3.07263 -1.46041
C -2.13014 3.29369 -2.85989
C -2.19226 2.04089 -3.47434
C -4.39251 -0.33215 -3.92772
C -5.46243 -1.16909 -4.23963
C -5.25078 -2.40826 -3.53861
C -4.07246 -2.27877 -2.82233
H 0.93138 -0.31002 -5.11900
H 0.48125 0.81584 -3.81136
H -1.58790 -0.21584 -4.94805
H -1.01892 -1.84433 -4.45152
H 3.05990 0.09594 -0.81995
H 5.12679 1.77986 -1.43701
H 5.25091 1.84308 -4.16762
H 3.28078 0.17019 -5.05612
H 2.02603 -3.95748 -2.40858
H 3.05193 -5.56624 -4.37608
H 3.22312 -3.99614 -6.60068
H 2.42541 -1.49960 -5.83868
H -1.63176 1.09567 -0.41338
H -1.80408 3.81868 -0.67944
H -2.22690 4.25223 -3.35028
H -2.33257 1.76386 -4.50698
H -4.19463 0.68591 -4.23305
H -6.27681 -0.93981 -4.90362
H -5.87562 -3.28607 -3.57892
H -3.55991 -2.95732 -2.15932
C -0.37891 0.01137 9.07441
S -1.15019 -0.28823 7.47037
O -2.19796 0.69796 7.38276
O -0.11366 -0.19605 6.36766
O -1.53941 -1.76177 7.39994
H -1.10713 0.60390 9.64962
H 0.50540 0.64986 8.93532
H -0.13862 -0.90884 9.60676
*
```

=====

2.
A structure of composition C28H38N4O9. Source: OMol25; level of theory: the ωB97M-V functional and the def2-TZVPD basis.

Summary:
Highest occupied orbital energy   -7.5182 eV
LUMO energy   0.1 eV
Energy above the lowest of the compared OMol25 structures with the same formula, charge and spin   604.8 kcal/mol

The geometry in ORCA input format:
```
! RIJCOSX wB97M-V def2-TZVPD def2/J DEFGRID3
* xyz 0 1
C 3.22164 -1.18831 1.46825
C 3.29393 -0.15359 2.57966
C 4.14827 1.07924 2.33874
O 3.43821 1.96120 3.11412
C 2.11251 1.60389 3.09924
O 1.17268 2.24457 3.58382
O 1.99567 0.32197 2.77157
H 4.14154 -1.75818 1.33737
H 2.72366 -0.78399 0.58697
H 2.50893 -1.97424 1.71818
H 3.85707 -0.68596 3.34619
H 4.23025 1.33434 1.28219
H 5.13479 0.94828 2.78341
C -0.52402 1.19794 2.87958
C -0.43834 2.26262 1.85628
C 0.65699 2.07285 0.79307
O 0.04208 2.28714 -0.42641
C -1.31028 2.34654 -0.19855
O -2.19370 2.61504 -1.09871
O -1.62067 2.37317 0.97419
H -0.26766 0.24574 2.41516
H -1.50452 1.01645 3.31978
H 0.12904 1.40585 3.72715
H -0.25200 3.28863 2.17358
H 1.23724 1.15968 0.92546
H 1.32437 2.89766 1.04287
C -3.42554 1.21021 -5.36641
C -2.43599 1.76486 -4.30854
C -2.69736 1.49578 -2.81813
O -1.48130 1.03236 -2.22529
C -0.59388 0.85126 -3.18104
O 0.62731 0.57309 -3.03769
O -1.26277 0.96087 -4.39000
H -4.35499 1.77153 -5.46200
H -3.68525 0.16619 -5.19123
H -2.89215 1.28629 -6.31393
H -2.09854 2.79734 -4.39922
H -3.44002 0.70606 -2.70457
H -3.16909 2.26920 -2.21202
N 5.68080 0.44371 0.37734
C 4.69039 -0.43915 0.04475
C 3.79022 0.36674 -0.66891
C 4.22741 1.68282 -0.73461
C 5.43725 1.71758 -0.12712
H 6.37105 0.15552 1.05602
H 4.51891 -1.43130 0.43544
H 2.88134 0.02876 -1.14443
H 3.66340 2.45431 -1.23770
H 6.20043 2.44404 0.10997
N -0.12650 -3.66215 1.91815
C -0.18281 -4.50156 3.04556
C -1.19320 -5.43053 2.84315
C -1.76399 -5.19754 1.59531
C -1.09529 -4.13428 1.08715
H 0.43830 -2.82554 1.88386
H 0.47561 -4.29486 3.87632
H -1.42141 -6.27178 3.48082
H -2.50846 -5.84994 1.16340
H -1.24654 -3.56652 0.18096
N -4.66272 -1.03536 -1.92435
C -5.39632 0.11991 -2.25726
C -4.76456 1.13731 -1.65159
C -3.77632 0.58000 -0.87939
C -3.68478 -0.72818 -1.08103
H -4.92510 -1.95453 -2.25050
H -6.25611 0.10339 -2.91063
H -4.94182 2.18467 -1.84660
H -3.15782 1.18234 -0.23051
H -2.89626 -1.37410 -0.72406
N -0.37251 -0.06971 -0.85373
C 0.95416 -0.04040 -0.43040
C 0.79841 -0.95954 0.62267
C -0.46181 -1.60676 0.72494
C -1.23177 -1.01092 -0.24807
H -0.67582 0.55699 -1.58541
H 1.73767 0.61992 -0.77170
H 1.60166 -1.03210 1.34095
H -0.81745 -2.21031 1.54692
H -2.25613 -1.15420 -0.55882
*
```

=====

3.
A structure of composition C28H38N4OP2Sr. Source: OMol25; level of theory: the ωB97M-V functional and the def2-TZVPD basis.

Summary:
Highest occupied orbital energy   -7.1003 eV
LUMO energy   -0.8 eV

The geometry in ORCA input format:
```
! RIJCOSX wB97M-V def2-TZVPD def2/J DEFGRID3
* xyz 0 1
Sr -4.49873 3.38444 1.47726
C -4.25972 -1.56843 2.81841
C -3.11570 -0.87969 2.89968
C -2.04732 -0.80502 1.84907
C -2.32575 0.04622 0.58255
C -3.45641 -0.25211 -0.34569
C -4.21438 -1.35070 -0.40779
C -3.96200 -2.57388 0.40704
C -4.64569 -2.59349 1.79099
C -5.94618 2.99060 -0.60625
H -4.91391 -1.57077 3.69509
H -2.87995 -0.28953 3.80358
H -1.64288 -1.79949 1.59501
H -1.22127 -0.26770 2.34897
H -2.44317 1.09568 0.93264
H -1.39303 0.02663 -0.01294
H -3.65452 0.55134 -1.06815
H -5.15007 -1.36380 -0.98790
H -2.88779 -2.75558 0.48598
H -4.40688 -3.41727 -0.14109
H -5.73357 -2.53022 1.63412
H -4.44774 -3.58733 2.22119
H -6.97647 2.76199 -0.28151
H -5.57786 2.09863 -1.15259
H -6.02046 3.83322 -1.31876
P 1.98304 0.69224 -2.17027
P 2.76972 0.56623 1.07551
N 1.48862 -0.38398 -3.46686
N 2.93473 1.74720 -3.24446
N 2.57553 -1.16014 1.38388
N 3.80241 0.82743 2.50234
C 3.38941 -0.33138 -1.53602
C 4.02455 0.30934 -0.27981
C 0.14295 -0.76076 -3.59833
C 0.05302 -1.73623 -4.57661
C 1.37971 -1.98116 -5.06999
C 2.24248 -1.14956 -4.36311
C 2.56223 3.08457 -3.43133
C 3.45164 3.68139 -4.31127
C 4.41347 2.68516 -4.69077
C 4.07519 1.51295 -4.01717
C 1.28440 -1.68374 1.48037
C 1.36751 -3.04792 1.69553
C 2.75291 -3.40529 1.65080
C 3.47124 -2.23379 1.42962
C 4.81140 0.07197 3.11577
C 5.55907 0.90146 3.94611
C 4.97582 2.21285 3.86906
C 3.89983 2.14016 3.00256
H 4.15108 -0.47319 -2.31983
H 2.92551 -1.31245 -1.31417
H 4.84447 -0.32643 0.08885
H 4.41718 1.32059 -0.50109
H -0.59507 -0.28747 -2.96303
H -0.86021 -2.22371 -4.88789
H 1.65854 -2.68644 -5.84006
H 3.31811 -1.06059 -4.42638
H 1.69307 3.45534 -2.90764
H 3.40912 4.71329 -4.63750
H 5.23998 2.82417 -5.37611
H 4.56627 0.55020 -4.03346
H 0.45507 -1.00460 1.35207
H 0.52034 -3.69336 1.87278
H 3.15946 -4.39766 1.76473
H 4.53561 -2.10582 1.29165
H 4.90554 -0.99097 2.96312
H 6.42632 0.61993 4.52430
H 5.31576 3.10078 4.38265
H 3.17271 2.87456 2.68576
C -7.00456 1.84232 3.15411
O -5.86282 2.67613 2.99248
H -7.24049 1.39597 2.17178
H -7.86996 2.44460 3.48180
H -6.87051 1.00210 3.86663
*
```

=====

4.
A structure of composition C28H38N8O2V. Source: OMol25; level of theory: the ωB97M-V functional and the def2-TZVPD basis.

Summary:
Highest occupied orbital energy (alpha / beta)   -9.9101 / -10.6626 eV
LUMO energy (alpha / beta)   -2.4 / -2.6 eV
⟨S²⟩   2.011

The geometry in ORCA input format:
```
! RIJCOSX wB97M-V def2-TZVPD def2/J DEFGRID3
* xyz 1 3
V 0.31742 -0.50160 -0.45998
O 1.24519 0.98923 -0.51125
C 1.70332 1.85863 -1.37652
C 1.47807 3.23661 -1.22050
C 2.05177 4.14536 -2.08263
C 2.89962 3.72530 -3.11105
C 3.13924 2.38092 -3.27885
C 2.51462 1.43379 -2.45920
C 2.76444 0.02080 -2.61314
N 1.95992 -0.88797 -2.20720
C 2.47845 -2.23437 -2.06729
C 2.60119 -2.43372 -0.55068
N 1.25039 -2.23873 -0.03548
C 0.68955 -3.26398 0.51329
C -0.72073 -3.43589 0.68967
C -1.24334 -4.54728 1.37219
C -2.59338 -4.79170 1.38071
C -3.45217 -3.94922 0.66107
C -2.96480 -2.87592 -0.04832
C -1.59087 -2.57724 -0.03298
O -1.10452 -1.56038 -0.68830
H 0.84143 3.55598 -0.40379
H 1.85759 5.20228 -1.95005
H 3.36456 4.44885 -3.76634
H 3.80643 2.03831 -4.06197
H 3.71620 -0.26463 -3.07600
H 3.45120 -2.37121 -2.55148
H 1.76377 -2.95496 -2.46749
H 3.27534 -1.67051 -0.15670
H 2.99376 -3.42508 -0.31104
H 1.31631 -4.12156 0.76786
H -0.56445 -5.21551 1.89096
H -2.99354 -5.64070 1.91754
H -4.51478 -4.15509 0.65086
H -3.62090 -2.23021 -0.61832
C 2.92648 0.08353 2.12460
N 1.97282 -0.83660 2.71439
C 2.33129 -1.30819 4.04986
C 0.99798 -1.71752 4.66827
N 0.01733 -1.24131 3.70119
C -1.32487 -1.79768 3.76506
C 0.61234 -0.72312 2.58869
N -0.01391 -0.19172 1.57096
C -1.40012 0.23358 1.76410
C -1.67679 1.48003 0.93777
N -1.47252 1.18977 -0.47010
C -1.81137 2.04537 -1.37178
N -1.68092 1.80577 -2.71760
C -0.99098 0.67939 -3.29042
C -1.74339 3.04265 -3.47018
C -2.52567 3.93972 -2.52301
N -2.29324 3.33157 -1.21290
C -3.19582 3.77657 -0.16362
H 3.89626 -0.41262 2.07293
H 3.03351 0.98465 2.73895
H 2.60845 0.37824 1.13557
H 2.80116 -0.49702 4.61256
H 3.04031 -2.13406 3.98629
H 0.83312 -1.25691 5.64304
H 0.91691 -2.80090 4.78519
H -1.28300 -2.75220 4.29018
H -1.71995 -1.97976 2.76968
H -2.00571 -1.14146 4.30971
H -1.59098 0.46884 2.81369
H -2.11110 -0.52993 1.43985
H -1.01329 2.28758 1.27391
H -2.71105 1.76305 1.15027
H -1.15743 -0.19752 -2.67228
H 0.08512 0.86259 -3.39625
H -1.40948 0.48548 -4.27805
H -2.25251 2.88857 -4.42132
H -0.73774 3.43488 -3.66881
H -3.59411 3.94196 -2.76572
H -2.16641 4.96840 -2.52603
H -3.49263 4.79592 -0.40049
H -2.71151 3.79540 0.80935
H -4.10295 3.16645 -0.10508
*
```

=====

5.
A structure of composition C28H39Cl2N4NiO4. Source: OMol25; level of theory: the ωB97M-V functional and the def2-TZVPD basis.

Summary:
Highest occupied orbital energy (alpha / beta)   -3.3556 / -2.7292 eV
LUMO energy (alpha / beta)   2.3 / 2.3 eV
Energy above the lowest of the compared OMol25 structures with the same formula, charge and spin   4.3 kcal/mol
⟨S²⟩   2.009

The geometry in ORCA input format:
```
! RIJCOSX wB97M-V def2-TZVPD def2/J DEFGRID3
* xyz -1 3
O -0.82335 1.07983 -2.25443
C -1.78924 1.41997 -2.95189
C -1.50614 1.91780 -4.33688
C -0.30262 2.58827 -4.59102
H 0.37817 2.80147 -3.75691
C 0.04948 2.93915 -5.88857
H 1.00541 3.44793 -6.06287
C -0.80236 2.61113 -6.95534
H -0.51357 2.86702 -7.97634
C -2.02047 1.97259 -6.70694
H -2.68262 1.72258 -7.54060
C -2.37455 1.62642 -5.40334
H -3.30388 1.09226 -5.20268
H -3.79077 0.76629 -3.24261
C -3.84075 2.76190 -2.34235
C -3.24140 1.36003 -2.49439
H -4.86378 2.69198 -1.96029
H -3.86393 3.27517 -3.30625
H -3.24990 3.36856 -1.64492
C -3.14822 0.60031 -1.23886
C -3.62112 1.04023 0.05877
H -2.61396 -0.34815 -1.26715
H -4.72250 1.16038 0.11129
H -3.16721 1.99771 0.38950
H -3.30182 0.27787 0.79018
Ni 1.68675 0.59786 -2.03330
Cl 2.17593 2.65169 -1.90097
Cl 0.85397 -1.30984 -2.60845
H 5.05608 -1.17856 -2.37524
H 5.26948 0.51518 -0.77895
C 4.07795 -0.72217 -2.55337
C 4.23106 0.53279 -0.42950
N 3.43185 -0.39742 -1.25986
H 3.41191 -1.38757 -3.10627
C 3.00268 -1.53236 -0.51219
O 3.22205 -2.69525 -0.78532
H 4.17279 0.21892 0.61878
H 2.44170 -1.20764 0.38592
H 4.18590 0.21964 -3.10073
H 3.82116 1.54308 -0.52961
H -1.20149 -5.04452 1.54031
H -0.01956 -5.05574 -0.21593
C -1.70318 -4.10074 1.30754
C -0.00658 -3.99146 -0.48055
N -0.77010 -3.29046 0.54460
H -1.99068 -3.57896 2.22304
C -0.91228 -1.94158 0.54157
O -1.62402 -1.31384 1.34114
H 1.03064 -3.62607 -0.52664
H -0.32300 -1.44610 -0.25638
H -2.60373 -4.33334 0.71769
H -0.46092 -3.85783 -1.47651
C 0.00952 0.60620 5.54470
N -0.12087 0.89092 4.13191
N 0.58096 0.19589 3.21460
C 0.46673 0.80846 1.96190
O 1.02094 0.37861 0.94004
C -0.38915 1.94093 2.20839
C -0.68783 1.97181 3.54539
C -1.49904 2.95139 4.30921
C 1.31841 -0.97721 3.52116
C 0.70164 -2.04709 4.17352
C 1.47212 -3.14044 4.56492
C 2.83070 -3.19183 4.22584
C 3.42065 -2.15407 3.49611
C 2.66406 -1.03991 3.13987
H -0.29228 -0.42153 5.76577
H -0.65354 1.28391 6.08309
H 1.03943 0.75953 5.90122
H -0.70822 2.61806 1.43503
H -1.25692 2.95678 5.37762
H -1.31703 3.95984 3.91225
H -2.57599 2.74856 4.20008
H -0.37055 -2.00719 4.37583
H 1.00582 -3.94761 5.13125
H 3.43299 -4.04948 4.53171
H 4.47022 -2.20154 3.19963
H 3.09200 -0.19941 2.59299
*
```

=====

6.
A structure of composition C28H39N10NaO4. Source: OMol25; level of theory: the ωB97M-V functional and the def2-TZVPD basis.

Summary:
Highest occupied orbital energy (alpha / beta)   -1.3209 / -0.0081 eV
LUMO energy (alpha / beta)   3.9 / 3.9 eV
Energy above the lowest of the compared OMol25 structures with the same formula, charge and spin   15.1 kcal/mol

The geometry in ORCA input format:
```
! RIJCOSX wB97M-V def2-TZVPD def2/J DEFGRID3
* xyz -2 1
Na 0.37506 -0.15283 0.01512
O 4.00970 -1.23249 2.17266
C 2.81797 -0.93043 1.96676
N 1.90224 -1.55710 1.26451
C 2.16236 -2.48949 0.29069
O 1.89530 -3.67232 0.34231
C 2.66005 -1.86677 -1.00135
C 3.90802 -1.34348 -1.14977
C 4.34140 -0.83510 -2.39845
C 3.41675 -0.87735 -3.46734
C 2.16121 -1.37024 -3.28566
N 1.75118 -1.86782 -2.05939
C 2.33102 0.37552 2.58518
C 2.99221 0.92658 3.67868
C 2.58257 2.15912 4.15183
C 1.55661 2.82943 3.49615
C 0.97024 2.21829 2.39902
N 1.33221 1.01039 1.97450
H 4.56192 -1.35569 -0.28654
H 5.32988 -0.41678 -2.52155
H 3.68774 -0.50826 -4.44958
H 1.40285 -1.40048 -4.05439
H 3.81842 0.37958 4.11080
H 3.06857 2.61013 5.00987
H 1.22672 3.80972 3.81503
H 0.20018 2.70737 1.81041
N -2.75677 1.67473 1.85385
C -2.59474 1.15677 3.21174
C -2.74092 -0.36444 3.19218
C -1.41022 -1.08899 3.00798
C -1.54718 -2.56367 2.65730
N -2.27132 -2.73056 1.39022
H -2.23919 1.08733 1.20291
H -2.37840 2.61063 1.75001
H -3.36203 1.60954 3.84785
H -1.62041 1.40931 3.65695
H -3.43229 -0.62390 2.38729
H -3.19322 -0.72058 4.12360
H -0.82290 -0.99114 3.92738
H -0.77575 -0.65603 2.22857
H -2.09647 -3.08376 3.45336
H -0.54175 -2.99365 2.60870
H -1.89217 -3.51361 0.86964
H -2.10755 -1.92100 0.79692
N -2.17016 0.16227 -1.11731
C -2.46665 1.57923 -1.34364
C -2.78666 1.94172 -2.79744
C -4.17619 1.51271 -3.25400
C -5.32194 2.23347 -2.53438
N -5.41900 3.67092 -2.75283
C -4.75422 4.66067 -1.99476
N -4.44751 4.42434 -0.64693
N -3.82016 5.46184 -2.71695
C -1.31291 2.47397 -0.83663
O -1.57553 3.69793 -0.74527
O -0.23410 1.90260 -0.57886
H -1.38577 -0.13782 -1.69710
H -2.96410 -0.40527 -1.39548
H -3.32314 1.82824 -0.71508
H -2.02332 1.48942 -3.43840
H -2.69560 3.02240 -2.91265
H -4.30482 0.43321 -3.11073
H -4.27727 1.69227 -4.33098
H -5.24953 2.05936 -1.46028
H -6.26638 1.78022 -2.85347
H -5.47444 3.93849 -3.72362
H -5.08337 3.79711 -0.17805
H -3.46312 4.16484 -0.49640
H -2.89967 5.00992 -2.73715
H -3.68026 6.32204 -2.20011
N 0.35854 -1.84758 -1.75896
C -0.24273 -3.01737 -2.09347
C 0.40897 -4.14632 -2.65554
C -0.29178 -5.29240 -2.98100
C -1.66507 -5.39890 -2.77468
C -2.32059 -4.30538 -2.21474
C -1.63936 -3.14954 -1.88622
H 1.48038 -4.11139 -2.79518
H 0.25372 -6.13459 -3.39628
H -2.20139 -6.30576 -3.02686
H -3.38836 -4.35423 -2.02391
H -2.17612 -2.32334 -1.43994
*
```